# 1
# C10H18OS

An isolated molecule of C10H18OS at a distorted geometry (ωB97M-V/def2-TZVPD, OMol25).

## Properties
- DFT total energy: -865.107877 Ha
- Orbital gap: 9.05 eV
- Charge: 0

The geometry in XYZ format:
```
30
Properties=species:S:1:pos:R:3:forces:R:3
C -0.4101 0.7364 0.3174 -0.379 -0.321 0.523
C 0.8553 0.3845 0.2467 -1.307 1.928 0.077
C -2.5021 1.6210 -0.6227 0.464 0.182 -0.790
C -2.4555 0.5558 1.8119 -1.140 2.724 1.451
C -2.3340 -0.9623 -0.2499 -2.361 1.707 -0.001
C 1.4887 -1.2934 -1.3141 0.668 -3.180 -2.152
C 2.2858 -1.5338 1.0967 -0.626 0.078 0.619
C 3.2121 0.2568 -0.4599 0.842 0.757 0.414
C -2.1017 0.4394 0.3590 4.079 0.423 -2.072
C 1.9933 -0.5588 -0.0524 -0.512 -0.282 -1.144
O 0.5457 2.7325 -1.3368 0.223 0.184 0.070
S 0.6250 2.3137 0.0820 -0.721 -2.657 0.117
H -1.7075 1.8869 -1.4470 -1.208 -0.789 1.837
H -3.4179 1.4435 -1.2318 0.275 -0.053 0.888
H -2.6118 2.5225 0.0049 -0.119 -0.217 -0.468
H -3.6028 0.7928 2.0009 2.266 -0.705 -0.444
H -1.8704 1.5005 2.2042 -1.280 -1.773 -0.433
H -2.1274 -0.3170 2.4068 -0.282 0.431 -0.387
H -2.3518 -1.7416 0.4883 0.526 -0.427 0.303
H -1.6841 -1.1306 -1.0819 0.326 -0.334 -0.414
H -3.4039 -0.9064 -0.6215 1.075 -0.316 0.107
H 0.5481 -1.7926 -1.1498 -0.515 -0.166 0.564
H 1.3144 -0.8619 -2.3236 0.276 1.268 1.102
H 2.1222 -2.1909 -1.7285 -0.364 1.410 1.500
H 2.7115 -0.9797 1.9299 -0.040 0.255 0.159
H 3.0587 -2.2683 0.8486 -0.386 -0.029 -0.333
H 1.3630 -2.0215 1.5021 0.759 0.192 -0.582
H 2.8719 0.7482 -1.4096 0.995 -0.055 0.828
H 4.1183 -0.4189 -0.6173 -1.222 0.939 0.030
H 3.4671 1.0430 0.3471 -0.312 -1.177 -1.370
```
Positions in Å, forces in eV/Å.

***

# 2
# C10H19BF4MnN5OPS

A structure of composition C10H19BF4MnN5OPS (ωB97M-V/def2-TZVPD, OMol25).

## Properties
- Expectation value of S²: 6.371
- Spin multiplicity: 5
- DFT total energy: -3056.395854 Ha
- Orbital gap (alpha / beta): 7.19 / 9.02 eV
- Charge: +1

The geometry in XYZ format:
```
43
Properties=species:S:1:pos:R:3:forces:R:3
Mn 1.0413 -1.7580 0.6355 0.317 0.082 -0.056
N 3.1706 -4.4346 2.9165 0.058 -0.083 0.083
C 2.4213 -3.4726 2.4054 -0.095 0.110 -0.040
O 2.2036 -3.4085 1.1787 -0.159 0.077 0.006
C 1.7814 -2.4443 3.3041 -0.081 0.035 -0.128
C 1.6036 -1.1431 2.5284 0.098 -0.181 0.251
H 3.5455 -5.1443 2.3056 0.001 0.010 -0.003
H 3.3577 -4.4927 3.9024 -0.006 -0.001 -0.009
H 2.3493 -2.2992 4.2267 0.013 0.044 -0.013
H 0.8053 -2.8499 3.5890 0.040 -0.015 0.000
H 2.5278 -0.5918 2.3575 -0.106 -0.030 -0.027
H 0.7919 -0.5159 2.8923 0.044 0.009 -0.029
F -2.2810 -1.8022 -0.3242 -0.162 -0.047 -0.076
B -1.3548 -2.7979 -0.1162 -0.047 0.052 0.062
F -0.1834 -2.4900 -0.9439 0.090 -0.069 -0.042
F -0.7742 -2.5989 1.2263 -0.013 -0.048 0.130
F -1.7762 -4.0544 -0.2848 -0.024 -0.044 -0.020
C -2.5443 1.9324 -2.1302 -0.173 -0.006 -0.069
N -1.1142 1.5819 -2.5383 -0.023 0.091 -0.111
C -0.2215 2.7978 -2.2479 0.161 0.110 -0.098
N -0.3350 3.1950 -0.8927 0.023 0.105 -0.004
C -1.7196 3.4980 -0.5625 -0.038 0.061 0.010
N -2.5939 2.3489 -0.7762 -0.060 0.065 0.042
C -2.3273 1.2635 0.1676 -0.072 -0.131 0.191
P -0.5977 0.5942 0.0324 -0.023 0.091 -0.300
C -0.6298 0.3628 -1.8228 0.096 -0.150 0.224
C 0.2737 2.2354 0.0291 0.024 -0.048 0.094
H -3.1570 1.0447 -2.2955 0.055 0.033 -0.009
H -2.8684 2.7409 -2.7889 0.055 -0.053 -0.006
H -1.0895 1.3994 -3.5427 -0.001 0.008 0.014
H -0.5675 3.5934 -2.9106 0.001 -0.060 -0.005
H 0.8022 2.5080 -2.4904 -0.042 -0.023 -0.033
H -2.0603 4.3208 -1.1954 0.010 -0.025 0.025
H -1.7828 3.8113 0.4788 -0.013 -0.021 -0.020
H -3.0342 0.4478 0.0043 0.049 0.035 0.016
H -2.4923 1.6390 1.1799 0.019 -0.038 -0.017
H -1.2948 -0.4654 -2.0655 0.006 0.024 0.016
H 0.3707 0.1343 -2.1906 -0.019 0.015 0.011
H 1.3215 2.0961 -0.2399 0.003 -0.018 0.015
H 0.2463 2.6536 1.0375 0.010 -0.012 -0.002
S 3.2328 1.0460 -2.4121 0.039 0.116 -0.169
C 2.6974 0.0931 -1.2473 -0.137 -0.149 0.336
N 2.2559 -0.5746 -0.3793 0.083 0.083 -0.238
```
Positions in Å, forces in eV/Å.

***

# 3
# C10H19BO3

An isolated molecule of C10H19BO3 at a distorted geometry (ωB97M-V/def2-TZVPD, OMol25).

## Properties
- DFT total energy: -642.975832 Ha
- Orbital gap: 9.53 eV
- Charge: 0

The geometry in XYZ format:
```
33
Properties=species:S:1:pos:R:3:forces:R:3
B 0.0903 -2.7392 1.1534 -0.124 1.091 -0.710
C 0.1405 -0.2070 0.6579 3.422 -0.092 4.042
C -0.3555 -0.9591 -0.2396 -1.742 -2.650 -1.707
C 2.4140 0.5076 1.3190 2.336 1.089 -0.172
C 0.2889 1.3789 2.5536 1.413 -0.264 1.313
C 0.8862 2.3338 0.4633 0.445 -0.296 2.642
C 0.0772 -0.0394 -2.5003 0.119 1.296 -0.064
C -1.8333 0.8455 -1.0507 1.579 3.710 0.200
C -1.9751 -1.5073 -2.0267 3.569 0.833 -2.262
C 0.9448 0.9663 1.1935 -0.354 0.277 1.438
C -1.0206 -0.3886 -1.4596 -0.795 -1.623 -0.915
O 0.6798 -1.8170 1.8919 -0.658 2.507 -1.204
O -0.4465 -2.3326 -0.1205 0.320 1.524 0.217
O -0.1071 -4.0200 1.4920 -0.098 -2.189 -0.224
H 3.2129 1.1153 1.8775 -2.007 0.026 0.034
H 2.4703 -0.4464 1.7665 -0.108 -1.106 0.399
H 3.0333 0.4686 0.3977 -1.195 -0.288 -0.310
H 0.2360 0.5924 3.3794 -0.143 0.949 -1.435
H -0.6258 1.8675 2.2961 -1.250 -0.506 0.132
H 0.8172 2.2728 2.9552 0.307 -0.789 -0.061
H -0.1158 2.7616 0.5228 0.443 0.421 0.290
H 1.1215 2.2153 -0.5070 0.887 -0.252 -3.600
H 1.7365 2.9158 0.9296 -1.389 -0.226 -0.381
H 0.9806 -0.6769 -2.6154 -0.790 -0.011 0.706
H -0.4549 -0.1393 -3.4470 0.335 0.694 -0.349
H 0.4650 1.0286 -2.2950 -0.691 -1.586 -0.650
H -0.9250 1.4906 -0.6301 -2.373 -0.621 -1.090
H -2.4628 0.7777 -0.1532 -0.030 -0.698 -0.445
H -2.4288 1.5548 -1.8322 1.668 -2.176 1.383
H -2.4133 -1.0664 -2.8856 -0.968 0.661 -0.763
H -2.6857 -1.7790 -1.3445 -1.687 -1.028 1.684
H -1.3940 -2.3452 -2.5063 -0.556 0.487 1.142
H -0.3511 -4.6298 0.7640 0.117 0.835 0.720
```
Positions in Å, forces in eV/Å.

***

# 4
# C10H19BrFeO2

A structure of composition C10H19BrFeO2 (ωB97M-V/def2-TZVPD, OMol25).

## Properties
- Expectation value of S²: 6.033
- Spin multiplicity: 5
- DFT total energy: -4379.801072 Ha
- Orbital gap (alpha / beta): 9.58 / 3.05 eV
- Charge: +2

The geometry in XYZ format:
```
33
Properties=species:S:1:pos:R:3:forces:R:3
C -1.4330 3.0930 -1.4178 0.007 -0.150 0.001
C 0.0063 2.7786 -0.9683 -0.057 0.052 0.120
C 0.1295 2.6106 0.5532 0.029 -0.365 -0.317
C -0.2919 1.2205 1.0546 0.058 0.074 0.110
C 0.8757 0.2288 1.1004 0.022 0.319 -0.185
C 0.6331 -1.0465 1.9154 0.066 -0.054 -0.066
C -0.5630 -1.9173 1.4893 -0.174 0.118 0.042
C -0.8772 -2.0958 0.0030 0.038 -0.203 -0.030
C -0.2196 -3.2836 -0.7323 -0.523 0.063 -0.054
Br 1.4589 -3.9373 0.0344 0.206 -0.060 0.019
O -0.0383 -3.0883 -2.0869 -0.242 0.106 0.202
C 0.9376 -2.1924 -2.4044 0.165 -0.347 -0.157
O 0.8665 -1.4271 -3.2824 0.046 0.354 -0.347
H -2.0343 3.4508 -0.5792 0.037 0.044 -0.072
H -1.9322 2.2173 -1.8346 -0.006 0.042 0.053
H -1.4390 3.8643 -2.1858 -0.019 -0.050 0.017
H 0.3368 1.8454 -1.4532 0.132 0.142 -0.085
H 0.6709 3.5810 -1.2973 -0.024 -0.052 -0.015
H 1.1860 2.8279 0.8637 -0.052 0.219 0.358
H -0.4345 3.3840 1.0773 0.127 0.071 -0.097
H -0.7017 1.2972 2.0651 -0.057 -0.053 -0.091
H -1.0789 0.8472 0.3917 -0.066 0.026 0.187
H 1.2171 -0.0071 0.0667 -0.016 -0.056 0.036
H 1.6991 0.7589 1.6426 0.053 -0.215 0.236
H 0.4186 -0.7151 2.9355 0.099 -0.132 -0.010
H 1.5524 -1.6354 1.9833 -0.009 0.077 -0.116
H -0.4642 -2.9071 1.9500 -0.019 0.102 0.090
H -1.4583 -1.4892 1.9465 -0.005 -0.064 -0.096
H -0.7217 -1.1914 -0.5956 0.164 -0.072 0.071
H -1.9437 -2.3223 -0.0852 0.026 0.141 -0.070
H -0.8711 -4.1698 -0.6510 0.282 -0.090 0.082
H 1.8655 -2.3344 -1.7798 -0.053 -0.003 0.308
Fe 2.6484 1.7545 0.2816 -0.236 0.016 -0.124
```
Positions in Å, forces in eV/Å.

***

# 5
# C10H19CdO5

A structure of composition C10H19CdO5 at a distorted geometry (ωB97M-V/def2-TZVPD, OMol25).

## Properties
- DFT total energy: -936.037945 Ha
- Orbital gap: 8.37 eV
- Charge: +1

The geometry in XYZ format:
```
35
Properties=species:S:1:pos:R:3:forces:R:3
Cd -0.5372 0.3734 1.1398 -0.241 0.648 0.757
C 2.2369 -0.7498 0.0741 -1.812 -1.063 2.084
C 1.2358 -1.7960 -0.5225 -0.077 0.411 1.116
O -0.0884 -1.7051 0.1204 0.061 0.385 -1.555
C -1.1778 -2.1991 -0.7379 1.049 -1.121 -1.361
C -2.4670 -1.3864 -0.5774 1.767 1.125 1.092
O -2.1325 0.0873 -0.5824 -0.037 -1.912 -0.447
C -1.5104 0.6618 -1.7862 -1.000 0.369 1.624
C -1.3765 2.1280 -1.3564 0.358 -1.104 0.082
O -0.3715 2.2765 -0.3339 -0.094 -0.182 -0.965
C 0.9447 2.5950 -0.8500 0.246 -0.510 1.672
C 1.8348 1.3578 -1.0515 -0.424 -0.698 -0.496
O 1.7460 0.5863 0.1664 -0.054 -0.115 -0.916
H 3.1741 -0.8867 -0.4051 0.916 0.363 -0.744
H 2.4015 -1.0125 1.1535 -0.105 0.036 -0.952
H 1.6376 -2.7838 -0.2762 0.051 0.078 -0.236
H 1.1235 -1.7057 -1.5974 -0.067 0.094 -0.196
H -1.2503 -3.3044 -0.4735 -0.516 1.409 -0.482
H -0.8972 -2.1354 -1.8544 0.051 -0.132 1.676
H -2.8622 -1.6332 0.4133 -0.318 0.641 -0.196
H -3.1833 -1.5833 -1.3508 -0.283 -0.221 -0.379
H -2.1654 0.5771 -2.6451 -0.260 -0.122 -0.133
H -0.5520 0.1996 -2.0053 0.124 -0.078 0.035
H -2.3309 2.4888 -0.9664 0.202 -0.039 -0.016
H -1.0847 2.6663 -2.2233 0.165 0.915 -0.738
H 1.3856 3.1516 -0.0125 0.053 0.071 -0.376
H 0.8589 3.2360 -1.7100 0.105 0.112 -0.433
H 2.8883 1.6535 -1.1781 -0.383 0.059 -0.183
H 1.5230 0.7007 -1.9212 0.329 0.828 0.784
C 0.4417 -0.6626 3.8703 1.703 0.682 0.360
C -0.5210 0.4011 3.3571 0.329 -0.418 0.008
O -1.0987 1.1122 4.1255 -0.081 0.005 -0.424
H 1.2175 -0.1247 4.5227 -1.299 -0.881 -0.414
H 1.0596 -1.1326 3.0802 -0.586 0.171 0.104
H -0.1028 -1.4515 4.3941 0.127 0.194 0.248
```
Positions in Å, forces in eV/Å.

***

# 6
# C10H19N

A cluster of 2 separate species, C10H19N in total at a distorted geometry (ωB97M-V/def2-TZVPD, OMol25).

## Properties
- DFT total energy: -446.964895 Ha
- Orbital gap (alpha / beta): 7.92 / 7.92 eV
- Charge: 0

The geometry in XYZ format:
```
30
Properties=species:S:1:pos:R:3:forces:R:3
C 1.3332 0.4845 0.0289 -3.191 2.358 2.584
C 2.1838 -0.4560 0.2292 0.716 -2.782 0.165
C -0.8498 0.3012 1.0853 4.172 1.158 -1.057
C 1.4475 1.9426 -0.3004 1.380 -1.596 -1.726
C 3.6512 -0.4878 -0.1479 -0.614 1.073 1.958
C 1.6561 -1.7744 0.8818 4.285 0.314 -1.495
C -2.5090 1.2832 -0.2690 -1.209 -0.033 0.154
C -2.7842 -1.0731 0.6567 0.137 -2.406 -0.501
C -1.0974 -0.4816 -1.1927 -0.937 -3.816 -1.681
C -1.8455 -0.0650 0.0354 0.821 0.741 0.958
N -0.7181 0.9710 2.1008 0.189 -0.395 0.185
H 1.2079 1.9157 -1.3820 -0.002 1.024 0.375
H 0.9099 2.6720 0.2526 -1.155 0.097 0.528
H 2.4877 2.2723 -0.1743 0.094 -0.141 -0.322
H 4.0475 0.5560 -0.0194 0.085 -1.094 -0.897
H 3.7763 -1.0282 -1.0721 0.398 0.342 -0.517
H 4.0787 -1.0938 0.6543 0.538 0.032 -0.187
H 2.0407 -1.7510 1.8977 -0.608 -0.201 0.336
H 2.1217 -2.6748 0.3742 -0.713 0.842 0.461
H 0.6628 -1.6562 0.7005 -2.980 -0.578 0.372
H -1.8871 2.0309 -0.7701 0.318 -0.548 -0.132
H -2.7506 1.7679 0.7076 -0.778 -0.380 -0.945
H -3.3437 0.9924 -0.9668 0.261 0.945 0.961
H -3.1961 -0.8947 1.6260 -0.747 1.350 0.398
H -3.5350 -1.2923 -0.1068 -0.340 -0.152 0.439
H -2.3249 -2.0686 0.9667 0.189 1.040 -1.197
H -1.5284 -0.1197 -2.1614 0.384 -0.321 0.912
H -0.0925 -0.2288 -1.0229 1.125 1.108 -0.443
H -0.9100 -1.6519 -1.2672 -1.031 1.998 0.069
H -1.5005 1.3294 2.6224 -0.787 0.019 0.245
```
Positions in Å, forces in eV/Å.

***

# 7
# C10H20AsF6MnO20S2V2

A structure of composition C10H20AsF6MnO20S2V2 at a distorted geometry (ωB97M-V/def2-TZVPD, OMol25).

## Properties
- Expectation value of S²: 15.805
- Spin multiplicity: 8
- DFT total energy: -8568.262496 Ha
- Orbital gap (alpha / beta): 6.04 / 6.55 eV
- Charge: +1

The geometry in XYZ format:
```
62
Properties=species:S:1:pos:R:3:forces:R:3
O 1.4470 1.4386 2.6523 0.283 0.892 -0.254
V 1.9748 1.7195 1.2484 0.397 -3.036 -1.020
O -2.4793 -0.5291 -3.2044 1.190 -0.775 -0.675
V -1.1543 0.0446 -3.7660 -0.622 5.602 1.297
Mn 3.2548 -0.0784 -2.3411 -0.317 1.360 0.387
O 1.9859 1.8729 -5.8554 -0.112 -0.047 -0.515
C 1.9242 1.2088 -4.7383 -0.202 -1.490 0.973
O 2.9875 0.9208 -4.0970 -0.173 -0.252 -0.212
O 0.7885 0.7950 -4.3506 -0.936 -0.702 0.053
H 2.8672 1.7856 -6.2488 0.120 0.407 0.292
O -0.0680 1.4343 0.2587 0.628 0.322 -1.072
C 0.3298 0.9953 -0.9653 0.325 -0.540 -1.614
O -0.5603 0.8479 -1.8214 -0.428 -0.750 -0.291
O 1.5714 0.8130 -1.1035 -0.353 0.064 1.025
H -1.0543 1.5820 0.1562 0.166 0.027 1.324
O 4.5478 -1.7042 1.3144 0.026 0.350 -0.184
C 3.9645 -0.7519 0.6175 -1.393 0.751 -1.511
O 3.2626 0.1170 1.1819 -0.454 0.796 1.465
O 4.0562 -0.7792 -0.6492 0.359 -0.961 -0.321
H 4.9694 -2.2670 0.6430 0.171 -0.030 0.328
O -2.8505 4.0420 -4.5580 0.129 -1.187 0.959
C -1.9266 3.0549 -4.6705 3.441 0.298 -1.994
O -0.9173 3.2307 -5.3578 -1.683 -0.018 0.721
O -2.1354 1.9478 -4.0076 -0.425 -2.105 0.910
H -3.3609 3.7965 -3.7677 -0.307 0.256 -0.341
As 4.8137 3.0074 -0.9572 2.727 1.472 0.356
F 4.9790 4.2768 0.1761 -0.329 0.062 0.104
F 3.2687 2.5462 -0.1053 -0.822 0.312 0.643
F 4.5108 1.5904 -1.9749 -0.201 0.094 -0.140
F 6.2619 3.3340 -1.7773 0.134 -0.134 -0.245
F 5.6743 2.0025 0.1353 -0.579 -0.652 0.088
F 3.9892 4.0485 -2.0079 -0.957 -0.502 -0.155
O -2.6117 1.5690 1.0647 0.450 0.753 -0.728
S -3.4088 0.7083 1.8717 -1.386 -0.647 0.863
O -2.8418 0.0606 2.9997 0.513 -0.309 0.085
O -4.6490 1.5585 2.3622 0.349 -0.046 -0.481
C -5.3813 0.9610 3.4663 -0.257 0.114 1.061
C -6.4284 1.9469 3.9366 -0.237 0.060 -1.409
C -4.1439 -0.4689 0.7851 0.605 -0.237 -0.967
H -4.6598 0.7547 4.2530 -0.055 -0.188 -0.038
H -5.8701 0.0385 3.1450 0.212 -0.032 -0.114
H -5.9893 2.9078 4.1908 -0.010 -0.065 0.318
H -7.0673 1.5369 4.7128 0.294 -0.020 0.286
H -7.0852 2.1090 3.0746 -0.076 0.231 0.164
H -4.5976 0.0821 -0.0367 -0.185 0.029 0.119
H -4.8072 -1.2273 1.1872 -0.121 0.371 0.539
H -3.2957 -1.0089 0.3554 0.053 0.056 0.067
O -0.8638 -3.1260 2.6076 -0.728 -0.272 0.796
S -0.0057 -2.5571 1.6481 0.657 -0.224 -1.020
O 0.1521 -1.1446 1.5070 0.019 0.073 -0.082
O 1.4621 -3.1121 1.8457 0.454 0.581 -0.038
C 1.6703 -4.5142 1.9132 -0.743 -2.562 0.658
C 3.0032 -4.9204 2.5215 0.235 0.926 -0.910
C -0.4251 -3.2477 0.0695 -0.007 0.060 -0.820
H 1.5371 -4.9872 0.9354 0.344 0.448 -0.246
H 0.9087 -5.0206 2.5194 -0.281 0.601 0.042
H 3.2750 -5.9418 2.2632 -0.350 -0.100 -0.098
H 3.0143 -4.8409 3.6035 0.132 0.357 -0.006
H 3.7369 -4.2821 2.0184 0.344 -0.058 0.618
H -1.4509 -3.0013 -0.1986 -0.080 0.051 0.333
H -0.3115 -4.3282 0.0393 -0.112 -0.027 0.367
H 0.2122 -2.8472 -0.7206 0.165 0.192 0.259
```
Positions in Å, forces in eV/Å.